Density functional theory data (ωB97M-V/def2-TZVPD) for a molecular structure, C45H60BrClCsNO5P2.

```
! RIJCOSX wB97M-V def2-TZVPD def2/J DEFGRID3
* xyz -2 1
Cs 1.12133 -0.58596 -0.27410
C 3.26878 5.26089 0.26565
C 2.60641 4.06634 -0.40303
C 1.35169 4.49723 -1.15240
P 2.08635 2.67253 0.76487
C 3.45492 1.57281 1.39446
C 3.18230 1.18355 2.83521
C 4.83521 2.17941 1.21531
C 1.44646 3.57829 2.22546
C 2.25959 4.36342 3.03373
C 1.73660 5.21631 3.98901
C 0.34996 5.34023 4.09997
C -0.47788 4.58206 3.32106
C 0.03488 3.59896 2.42498
N -0.75346 2.66987 1.90132
C -1.97133 2.94594 1.41320
C -2.13657 4.11897 0.63638
C -3.28852 4.41914 -0.03951
C -4.38452 3.57230 0.05160
C -4.26566 2.43673 0.82341
C -3.10461 2.10193 1.51528
P -3.37691 0.53391 2.40972
C -1.80396 -0.46969 2.18734
C -0.62540 -0.25647 3.12279
C -2.26144 -1.93118 2.18339
C -3.42542 0.98519 4.25510
C -4.85839 1.43569 4.54641
C -2.44994 2.02118 4.79913
H 3.57448 5.98390 -0.49424
H 4.15350 4.95864 0.82226
H 2.57145 5.74486 0.94745
H 3.30666 3.60937 -1.11120
H 0.61433 4.87127 -0.44535
H 0.91731 3.65500 -1.68315
H 1.58071 5.27910 -1.87753
H 3.39656 0.67176 0.77838
H 3.37481 2.00507 3.52381
H 3.80711 0.33581 3.11098
H 2.14236 0.88118 2.92897
H 4.98966 3.02651 1.88458
H 4.96625 2.50586 0.18654
H 5.59322 1.42948 1.44073
H 3.33561 4.32364 2.90554
H 2.38700 5.78746 4.64044
H -0.07261 6.04162 4.81263
H -1.55406 4.67940 3.40157
H -1.28041 4.77849 0.57193
H -3.32934 5.30864 -0.65728
H -5.30006 3.79283 -0.47699
H -5.10397 1.75519 0.90822
H -1.48764 -0.20132 1.17640
H -0.89262 -0.46620 4.16121
H -0.27281 0.76827 3.02293
H 0.17978 -0.92683 2.82189
H -2.66364 -2.21308 3.16070
H -1.43309 -2.58980 1.92574
H -3.05187 -2.06227 1.44454
H -3.25962 0.02395 4.76237
H -5.08667 2.32753 3.96430
H -4.98813 1.67843 5.60405
H -5.57524 0.66326 4.26969
H -2.78240 3.02167 4.52714
H -1.44782 1.88261 4.40881
H -2.41690 1.95811 5.89215
Cl 6.63485 -4.82454 4.01725
C 5.41562 -3.79921 3.29578
C 4.22535 -3.57007 3.99652
C 3.25474 -2.80310 3.43273
C 3.36680 -2.21369 2.11917
O 2.43312 -1.55084 1.63223
C 4.63959 -2.44121 1.46082
C 4.92622 -1.88045 0.17302
O 4.21726 -1.20143 -0.54426
C 5.62476 -3.23117 2.06999
H 4.09906 -3.99425 4.98299
H 2.33599 -2.61259 3.96771
H 5.96559 -2.12926 -0.17415
H 6.56448 -3.38978 1.55454
C -4.12539 -4.54740 -5.74343
C -3.66951 -3.08399 -5.85626
C -2.95731 -2.87339 -7.20251
C -4.91467 -2.19201 -5.82843
C -2.69446 -2.76048 -4.73068
C -2.86639 -1.70898 -3.84105
C -1.92949 -1.48984 -2.86042
Br -2.13372 0.00833 -1.67350
C -0.78065 -2.28738 -2.63026
O -0.04502 -2.09521 -1.62045
C -0.56751 -3.29959 -3.62762
C -1.52268 -3.51263 -4.59782
C 0.73471 -4.09172 -3.55374
C 0.91659 -5.06521 -4.72569
C 0.75420 -4.89352 -2.24618
C 1.91248 -3.10534 -3.56925
H -4.83672 -4.80142 -6.53143
H -4.59979 -4.71436 -4.77877
H -3.27720 -5.22223 -5.82187
H -3.62117 -3.08230 -8.04341
H -2.08994 -3.52377 -7.28037
H -2.61344 -1.84401 -7.27779
H -5.59516 -2.46615 -6.63655
H -4.64307 -1.14733 -5.95712
H -5.44605 -2.29850 -4.88589
H -3.71807 -1.04926 -3.88375
H -1.36769 -4.31695 -5.30172
H 0.14082 -5.82948 -4.72703
H 1.88025 -5.56788 -4.63707
H 0.89564 -4.53649 -5.67724
H -0.03634 -5.64443 -2.25572
H 0.58546 -4.21453 -1.41623
H 1.71329 -5.39187 -2.10503
H 1.85140 -2.45899 -4.44498
H 2.86342 -3.63787 -3.58655
H 1.87940 -2.48408 -2.68027
O 0.86677 1.86536 0.24637
O 1.91123 1.60746 -0.80057
*
```

Calculated values
HOMO energy = -1.8 eV
Energy above the lowest of the compared OMol25 structures with the same formula, charge and spin = 1.067 eV